C4H8O5 | wB97M-V/def2-TZVPD

Values from the calculation:
HOMO ... -0.3618 Eh
Electronic energy ... -14515.7219 eV
Structure (SMILES) ... CCC(=O)O.O=C(O)O

Structure (XYZ):
```
17
C4H8O5 (wB97M-V/def2-TZVPD)
C -0.7341 -0.3668 1.0270
C -1.0164 -1.5692 0.1380
C -1.2098 1.0792 0.4722
O -1.4809 1.1259 -0.8063
O -1.1840 2.0211 1.2124
H -0.9044 0.4138 -1.3518
H 0.2879 -0.3342 1.4096
H -1.3634 -0.4238 1.9191
H -2.0267 -1.5312 -0.2711
H -0.3249 -1.6554 -0.7003
H -0.9325 -2.4914 0.7124
C 1.5334 0.6155 -0.8883
O 1.5089 1.9037 -0.6204
O 2.5017 -0.0418 -0.2367
O 0.8188 0.1084 -1.7322
H 2.4735 -0.9892 -0.4328
H 2.0530 2.1353 0.1492
```

C37H54BrN2O18PS | wB97M-V/def2-TZVPD

Values from the calculation:
HOMO ... -0.3135 Eh
Electronic energy ... -169241.9977 eV
Structure (SMILES) ... CCP(CC)c1cc(C[C@H](C)Br)c2nsnc2c1.C[C@@H]1COC(=O)O1.C[C@@H]1COC(=O)O1.C[C@@H]1COC(=O)O1.C[C@@H]1COC(=O)O1.C[C@@H]1COC(=O)O1.C[C@@H]1COC(=O)O1

Structure (XYZ):
```
114
C37H54BrN2O18PS (wB97M-V/def2-TZVPD)
C -2.2737 5.3502 2.0042
C -2.2183 4.1166 0.9763
P -3.8216 3.9306 -0.0698
C -5.1265 3.3795 1.1893
C -6.5726 3.0535 0.5561
C -3.4007 2.4418 -1.2089
C -3.2784 1.0388 -0.4484
C -2.9021 -0.2644 -1.1895
C -2.7518 -1.6190 -0.3549
C -2.3895 -1.4062 1.1996
C -1.3167 -2.4849 1.7671
Br -4.0760 -1.4215 2.3160
C -2.6525 -0.1382 -2.7495
N -2.2654 -1.2451 -3.6318
S -2.0970 -0.5101 -5.1778
N -2.4956 1.1351 -4.9678
C -2.7752 1.2552 -3.5328
C -3.1628 2.5781 -2.7338
H -1.2472 5.3637 2.5451
H -2.3723 6.3807 1.5054
H -3.0482 5.1629 2.8285
H -1.9992 3.1534 1.5643
H -1.3724 4.2198 0.2011
H -5.1898 4.2041 1.9973
H -4.7899 2.4265 1.7537
H -6.6849 3.3622 -0.5399
H -6.8434 1.9303 0.6509
H -7.3493 3.5963 1.2237
H -3.4743 0.9915 0.6823
H -3.7207 -2.2346 -0.4079
H -1.8857 -2.2236 -0.8152
H -1.9170 -0.3732 1.4208
H -1.7725 -3.5103 1.9810
H -0.9340 -2.0813 2.7794
H -0.3963 -2.5497 1.0807
H -3.2385 3.6023 -3.2586
C -1.2542 -3.0304 -7.4440
C -0.7149 -4.4444 -7.4198
C 0.6949 -4.5584 -7.9125
O 0.7457 -5.9110 -8.3563
C -0.5219 -6.2396 -8.7349
O -0.8147 -7.2297 -9.3429
O -1.4157 -5.2873 -8.3312
H -2.2632 -3.0040 -7.0234
H -0.6197 -2.3573 -6.8634
H -1.3317 -2.6530 -8.4674
H -0.8237 -4.8696 -6.4150
H 1.4280 -4.3766 -7.1276
H 0.9135 -3.9063 -8.7665
C 6.3767 -5.5030 -6.9976
C 5.5289 -4.2827 -7.2861
C 6.0255 -3.0342 -6.6227
O 4.8361 -2.2574 -6.5252
C 3.8045 -3.1430 -6.4425
O 2.6783 -2.8506 -6.1515
O 4.2219 -4.4104 -6.7322
H 5.9969 -6.3661 -7.5504
H 7.4167 -5.3371 -7.2877
H 6.3401 -5.7689 -5.9377
H 5.4245 -4.1466 -8.3691
H 6.7825 -2.5177 -7.2143
H 6.4126 -3.2014 -5.6110
C -4.0815 -2.1535 8.2908
C -3.3162 -2.2225 6.9867
C -3.3833 -3.5622 6.3199
O -2.1931 -3.5667 5.5401
C -1.3019 -2.7710 6.1963
O -0.1340 -2.7009 5.9344
O -1.9147 -2.0664 7.1930
H -4.0404 -1.1408 8.6999
H -5.1296 -2.4259 8.1469
H -3.6416 -2.8136 9.0434
H -3.6494 -1.4231 6.3142
H -4.2650 -3.6711 5.6868
H -3.3391 -4.4029 7.0219
C 1.4645 7.8279 2.6304
C 0.6530 8.3520 3.7954
C 1.3586 8.2512 5.1134
O 0.2699 8.2062 6.0299
C -0.7746 7.6424 5.3593
O -1.7896 7.2672 5.8737
O -0.5094 7.5588 4.0212
H 0.9205 7.9780 1.6938
H 2.4257 8.3402 2.5572
H 1.6403 6.7531 2.7214
H 0.3265 9.3792 3.5930
H 2.0015 9.1099 5.3114
H 1.9433 7.3310 5.2264
C 1.9858 3.1427 -0.1011
C 2.7335 4.4311 -0.3713
C 4.1899 4.2319 -0.6637
O 4.7433 5.4875 -0.2834
C 3.9341 5.9847 0.6936
O 4.2015 6.9270 1.3840
O 2.7765 5.2638 0.7847
H 0.9227 3.3474 0.0508
H 2.0877 2.4460 -0.9363
H 2.3456 2.6602 0.8118
H 2.2370 4.9914 -1.1725
H 4.3812 4.0233 -1.7172
H 4.6552 3.4501 -0.0524
C 1.8877 -4.5013 4.8078
C 2.6521 -4.5663 3.5029
C 2.5861 -5.9051 2.8326
O 3.7767 -5.9054 2.0521
C 4.6680 -5.1098 2.7096
O 5.8348 -5.0370 2.4484
O 4.0538 -4.4083 3.7083
H 1.9277 -3.4911 5.2184
H 0.8403 -4.7743 4.6647
H 2.3293 -5.1626 5.5589
H 2.3170 -3.7657 2.8324
H 1.7040 -6.0142 2.1999
H 2.6322 -6.7469 3.5331
```

C34H28CrNO3 | wB97M-V/def2-TZVPD

Values from the calculation:
HOMO (alpha / beta) ... -0.4434 / -0.5043 Eh
Expectation value of S² ... 3.84
Charge ... +2
Electronic energy ... -71746.0151 eV
Multiplicity ... 4

Structure (XYZ):
```
67
C34H28CrNO3 (wB97M-V/def2-TZVPD)
O -2.2101 -6.7663 -2.0987
C -2.1123 -5.6220 -2.3056
Cr -2.3293 -3.7121 -2.2589
C -1.9955 -3.9950 -0.4134
O -1.9101 -4.3662 0.6901
C -4.0575 -4.4662 -1.8219
O -4.9208 -5.1580 -1.4509
C -2.3902 -3.0713 -4.3845
C -1.0922 -3.4081 -3.9781
C -0.5215 -2.7757 -2.8558
C -1.2179 -1.7418 -2.1800
C -0.6506 -0.9801 -1.0879
C -0.3345 -0.6212 0.0498
C 0.1970 -0.4360 1.3367
C -0.7802 -0.3113 2.4004
C -2.1504 -0.2745 2.0035
C -3.1434 -0.7532 2.8444
C -2.7894 -1.2600 4.1011
C -1.4699 -1.1296 4.5672
C -0.5197 -0.4591 3.7881
C 1.6110 -0.8179 1.4679
C 2.3501 -0.9127 0.2593
C 3.7114 -1.1895 0.2377
C 4.3829 -1.4645 1.4264
C 3.6648 -1.4863 2.6276
C 2.2890 -1.2274 2.6453
C -2.5995 -1.6228 -2.4463
C -3.1707 -2.2366 -3.5762
H -2.7973 -3.4851 -5.3085
H -0.5105 -4.1507 -4.5278
H 0.4981 -3.0237 -2.5421
H -2.3955 0.0218 0.9819
H -4.1857 -0.7299 2.5149
H -3.5553 -1.7357 4.7234
H -1.1960 -1.5376 5.5444
H 0.4139 -0.0754 4.2175
H 1.8412 -0.7765 -0.6988
H 4.2579 -1.1330 -0.7033
H 5.4550 -1.6630 1.3939
H 4.1971 -1.6840 3.5558
H 1.7322 -1.3890 3.5630
H -3.1847 -0.9631 -1.7997
H -4.2194 -2.0444 -3.8030
C 4.5181 2.3583 -0.7933
C 4.3603 3.7177 -0.4854
C 3.0931 4.2329 -0.1951
C 1.9753 3.3861 -0.1606
C 0.6253 3.9532 0.2489
C 0.0434 5.0126 -0.7280
C -1.4675 4.9297 -0.5018
C -1.7054 3.6599 0.3471
N -0.4160 2.9529 0.3720
C 2.1214 2.0518 -0.5474
C 3.3691 1.5893 -0.9999
H 5.5181 1.9196 -0.8945
H 5.2227 4.3852 -0.4804
H 2.9542 5.2929 0.0441
H 0.7773 4.4866 1.2182
H 0.4487 6.0052 -0.5099
H 0.3149 4.7334 -1.7561
H -1.8168 5.8163 0.0413
H -1.9983 4.8629 -1.4608
H -2.0393 3.9169 1.3782
H -2.4791 3.0172 -0.0756
H -0.3215 2.3642 1.1895
H 1.2585 1.3787 -0.4719
H 3.4524 0.6109 -1.4777
```

C35H63NO5P | wB97M-V/def2-TZVPD

Values from the calculation:
HOMO ... -0.0810 Eh
Charge ... -1
Electronic energy ... -58331.3483 eV

Structure (XYZ):
```
105
C35H63NO5P (wB97M-V/def2-TZVPD)
C 8.3655 2.1525 1.1166
C 7.5766 1.4760 -0.0304
C 6.4265 0.5643 0.4633
C 5.6873 0.0472 -0.8214
C 4.8628 -1.2341 -0.6354
O 3.4915 -1.0211 -0.3767
C 3.2049 0.0051 0.5343
C 1.7844 -0.2103 1.1318
C 1.2319 -1.6070 0.8034
C 1.7808 0.1568 2.6263
C 2.3967 -0.8937 3.5771
C 0.3406 0.4460 3.1135
C 4.8616 -1.9940 -2.0498
O 3.8751 -2.7110 -2.3248
O 5.8238 -1.8024 -2.8448
N 5.4145 -2.1578 0.4149
C 4.3708 -2.9498 1.1402
O 4.3716 -2.7481 2.3931
O 3.5935 -3.7308 0.5795
C 6.4944 -2.9592 -0.0050
C 7.7022 -2.4132 -0.4266
C 8.7678 -3.1870 -0.7919
C 8.6991 -4.5650 -0.7490
C 7.5042 -5.1253 -0.3624
C 6.4335 -4.3460 0.0035
H 7.9620 3.1532 1.3049
H 9.3953 2.3065 0.7625
H 8.3983 1.5151 2.0027
H 8.2663 0.8481 -0.6131
H 7.1918 2.2174 -0.7440
H 6.8265 -0.2512 1.0660
H 5.7306 1.2274 0.9941
H 5.0887 0.8906 -1.1926
H 6.4747 -0.0818 -1.5676
H 3.9002 -0.0749 1.3863
H 3.2688 1.0183 0.0985
H 1.1355 0.5259 0.6130
H 0.1468 -1.6024 1.0259
H 1.3162 -1.7816 -0.2743
H 1.7561 -2.4253 1.3031
H 2.3445 1.0889 2.7996
H 2.1407 -1.9202 3.3140
H 3.4825 -0.7883 3.6070
H 2.0208 -0.7111 4.5977
H -0.1420 1.2121 2.4926
H 0.4116 0.7403 4.1678
H -0.1848 -0.5204 3.1094
H 7.8595 -1.3431 -0.4882
H 9.7040 -2.7214 -1.0958
H 9.5622 -5.1702 -1.0153
H 7.4025 -6.2082 -0.3242
H 5.5367 -4.8786 0.2992
C -1.2154 2.2065 -2.5697
C -1.8283 2.6191 -1.2340
C -1.9801 1.4459 -0.2663
C -3.1341 0.4800 -0.5507
P -4.7885 0.9810 -0.0933
C -4.6834 1.5664 1.6191
C -4.0363 0.6926 2.7055
C -4.8088 -0.5325 3.2044
C -6.2659 -0.2752 3.5762
C -5.8628 -0.4563 -0.0511
C -6.2210 -1.2713 -1.3020
C -7.1238 -0.5999 -2.3353
C -8.3706 0.0718 -1.7701
C -5.4706 2.4335 -0.9089
C -5.8261 2.5926 -2.3973
C -4.8517 2.0302 -3.4446
C -4.1148 3.1176 -4.2229
H -1.7917 1.4185 -3.0602
H -1.1636 3.0592 -3.2467
H -0.2005 1.8329 -2.4256
H -2.7876 3.1189 -1.4019
H -1.1749 3.3639 -0.7750
H -2.0838 1.8408 0.7477
H -1.0516 0.8699 -0.2689
H -2.9446 -0.4213 0.0462
H -3.1002 0.1286 -1.5846
H -5.6827 1.8883 1.9258
H -4.0996 2.4912 1.5664
H -3.8596 1.3409 3.5669
H -3.0491 0.3633 2.3707
H -4.2915 -0.9165 4.0857
H -4.7481 -1.3429 2.4753
H -6.3355 0.3481 4.4694
H -6.7714 -1.2182 3.7861
H -6.8261 0.2154 2.7779
H -6.7693 -0.1995 0.5012
H -5.3307 -1.1690 0.5829
H -6.7236 -2.1790 -0.9584
H -5.3023 -1.5995 -1.7947
H -7.4271 -1.3459 -3.0728
H -6.5293 0.1227 -2.8946
H -9.0819 -0.6708 -1.4045
H -8.8652 0.6582 -2.5455
H -8.1432 0.7563 -0.9497
H -4.8122 3.2639 -0.6371
H -6.3951 2.6425 -0.3559
H -5.9743 3.6591 -2.5816
H -6.8148 2.1635 -2.5641
H -5.4105 1.4402 -4.1744
H -4.1379 1.3401 -2.9939
H -4.8120 3.6672 -4.8577
H -3.3539 2.6791 -4.8680
H -3.6298 3.8307 -3.5541
```

C8H21FIMnOP2 | wB97M-V/def2-TZVPD

Values from the calculation:
HOMO (alpha / beta) ... -0.5904 / -0.6078 Eh
Expectation value of S² ... 6.17
Charge ... +2
Electronic energy ... -71383.9246 eV
Multiplicity ... 5

Structure (XYZ):
```
35
C8H21FIMnOP2 (wB97M-V/def2-TZVPD)
C -2.5643 1.4142 -3.4769
I -0.9515 0.5409 -2.0329
H -3.3182 1.9014 -2.8634
H -2.9591 0.5693 -4.0432
H -2.0265 2.1136 -4.1168
Mn 0.3073 -0.1954 0.0801
P -1.1893 -1.9340 0.7434
C -0.9677 -3.3524 -0.3788
C -1.0331 -2.6566 2.4003
H -1.7742 -3.4501 2.5610
H -3.5722 -2.2759 0.7585
H -1.1565 -1.8652 3.1486
H -3.1199 -0.6233 1.3168
H 0.0461 -3.7529 -0.2372
H -0.0220 -3.0656 2.4931
C -2.9177 -1.4137 0.5808
H -1.7059 -4.1317 -0.1414
H -3.1031 -1.0111 -0.4217
H -1.0813 -3.0481 -1.4267
P 1.7158 1.6922 0.4623
C 3.0761 1.6940 -0.7492
C 0.8248 3.2556 0.2297
H 1.8331 1.8687 2.8627
H 3.1883 2.7585 2.0823
H 3.2046 0.9661 2.1858
C 2.5728 1.8500 2.0545
H 0.0587 3.3462 1.0123
H 1.5379 4.0867 0.3017
H 3.6741 2.6082 -0.6286
H 2.6891 1.6410 -1.7740
H 0.3320 3.2702 -0.7494
H 3.7085 0.8146 -0.5658
C 1.2802 -1.0218 -1.3501
O 2.0895 -1.6974 -1.8438
F 1.3233 -0.8961 1.5258
```

C9H26BrN4O3Y | wB97M-V/def2-TZVPD

Values from the calculation:
HOMO ... -0.4813 Eh
Charge ... +2
Electronic energy ... -92915.4656 eV

Structure (XYZ):
```
44
C9H26BrN4O3Y (wB97M-V/def2-TZVPD)
Y 18.8647 25.9670 23.9593
Br 14.1988 28.0339 23.0128
C 19.7784 32.2306 21.5904
O 19.9235 31.0585 21.8677
N 20.6756 33.0092 21.1469
N 18.5981 32.7318 21.2945
H 21.6167 32.6431 21.1245
H 20.6148 34.0171 21.1237
H 17.7747 32.1471 21.2859
H 18.5893 33.4796 20.6157
C 11.4991 23.0558 16.6380
C 12.9102 22.4944 16.7237
C 13.3652 21.8924 15.3257
O 14.1162 20.7589 15.4691
C 15.4699 20.8536 15.9254
N 13.8146 23.5339 17.0685
H 11.1033 23.3594 17.6072
H 10.8117 22.3268 16.2090
H 11.4752 24.0009 16.0956
H 12.8928 21.6864 17.4550
H 13.9650 22.5964 14.7488
H 12.5043 21.5428 14.7560
H 16.0365 21.5450 15.3017
H 15.8704 19.8420 15.8599
H 15.4386 21.1029 16.9860
H 14.7225 23.1721 16.8136
H 13.8115 23.6874 18.0667
C 7.1369 31.2008 24.4906
C 6.7364 30.2760 23.3936
C 6.6425 31.0032 22.0736
O 6.4342 30.0765 20.9710
C 6.4189 30.8275 19.7506
N 7.7646 29.3635 23.2712
H 8.1238 31.6584 24.4219
H 7.1271 30.6943 25.4557
H 6.4312 32.0276 24.5715
H 5.7998 29.7972 23.6794
H 7.5107 31.6498 21.9464
H 5.7427 31.5907 22.2564
H 7.2917 31.4719 19.6459
H 5.5412 31.4697 19.8230
H 6.2325 30.1692 18.9020
H 8.7145 29.6832 23.3959
H 7.6527 29.4458 22.2708
```

C38H36MoN10O4S5 | wB97M-V/def2-TZVPD

Values from the calculation:
HOMO (alpha / beta) ... -0.2986 / -0.2996 Eh
Expectation value of S² ... 2.04
Electronic energy ... -119111.1894 eV
Multiplicity ... 3

Structure (XYZ):
```
94
C38H36MoN10O4S5 (wB97M-V/def2-TZVPD)
Mo 0.7885 0.7569 -0.7911
O 0.0722 7.5591 0.6063
C -0.8466 6.8727 0.1352
O -2.0198 7.1218 -0.1806
C -0.4196 5.3968 -0.1757
C -1.3288 4.5101 -0.7402
C -0.9268 3.2138 -0.9904
N 0.3163 2.8070 -0.6843
C 1.2326 3.6753 -0.2328
C 0.8840 4.9806 0.0565
C 2.5980 3.1275 -0.2235
C 3.7127 3.8422 0.1842
C 4.9621 3.2633 0.0575
C 5.0692 1.9918 -0.4858
C 3.9139 1.3351 -0.8600
N 2.7070 1.8805 -0.7197
C -1.7167 2.1919 -1.6964
C -3.0311 2.3836 -2.1002
C -3.6750 1.3874 -2.8097
C -2.9893 0.2166 -3.1078
C -1.6861 0.0933 -2.6761
N -1.0582 1.0488 -1.9783
H -2.3095 4.9028 -0.9730
H 1.5734 5.7230 0.4361
H 3.6004 4.8387 0.5853
H 5.8446 3.8046 0.3704
H 6.0281 1.5104 -0.6134
H 3.9352 0.3416 -1.2859
H -3.5347 3.3089 -1.8618
H -4.6983 1.5241 -3.1322
H -3.4519 -0.5894 -3.6592
H -1.1116 -0.8012 -2.8775
S -1.1939 -0.6537 -7.8016
C -0.4454 0.0030 -6.5150
S -0.3888 1.6943 -6.1539
C 0.5700 1.6143 -4.6749
C 0.8994 0.3110 -4.2792
S 1.7713 -0.1357 -2.8565
S 0.3946 -0.9646 -5.3300
S 1.0077 3.0182 -3.9073
C 4.2093 -1.4325 1.1043
C 5.0087 -2.2920 2.1182
N 4.5842 -3.6889 2.0300
C 3.1771 -3.7639 2.4129
C 2.3299 -2.8566 1.4830
N 3.1771 -2.2488 0.4452
C 3.8371 -3.3240 -0.3034
C 4.7361 -4.1569 0.6534
H 4.8693 -1.0443 0.3268
H 3.7208 -0.5847 1.5880
H 4.8372 -1.9479 3.1388
H 6.0817 -2.2413 1.9220
H 3.0857 -3.4494 3.4536
H 2.8578 -4.8063 2.3485
H 1.8514 -2.0481 2.0405
H 1.5468 -3.4361 0.9883
H 4.4178 -2.8756 -1.1125
H 3.0626 -3.9434 -0.7635
H 5.7893 -4.0694 0.3794
H 4.4758 -5.2167 0.6196
O 1.4573 0.6714 1.2234
N 0.5053 1.1168 2.0098
C 0.6673 0.8371 3.2614
C 1.8028 0.0973 3.7430
N 2.6993 -0.5185 4.1139
C -0.3751 1.2104 4.1736
N -1.2051 1.4577 4.9284
C -4.2762 -0.4392 3.1719
C -3.9502 -1.8151 2.6093
N -4.6018 -2.0878 1.3294
C -6.0585 -2.2466 1.3436
C -6.7760 -1.0816 0.6789
C -3.9773 -2.3455 0.1591
O -4.5566 -2.7720 -0.8310
C -2.5055 -2.0516 0.0333
C -1.6903 -2.9710 -0.6346
C -0.3570 -2.6796 -0.8707
C 0.1074 -1.4527 -0.4189
N -0.6879 -0.5648 0.1577
C -1.9705 -0.8240 0.3753
H -3.7363 -0.2744 4.1042
H -5.3427 -0.3446 3.3786
H -3.9992 0.3578 2.4802
H -4.2748 -2.5829 3.3178
H -2.8763 -1.9439 2.4968
H -6.3599 -2.3394 2.3869
H -6.3066 -3.1792 0.8359
H -6.5500 -0.1420 1.1845
H -7.8544 -1.2377 0.7128
H -6.4771 -1.0032 -0.3653
H -2.1333 -3.8964 -0.9794
H 0.3023 -3.3581 -1.3932
H 1.2188 -1.2518 -0.4439
H -2.5671 -0.0245 0.7965
```

C4H10N2 | wB97M-V/def2-TZVPD

Values from the calculation:
HOMO ... -0.3185 Eh
Electronic energy ... -7286.5596 eV
Structure (SMILES) ... [H]/N=C/N.C=CC

Structure (XYZ):
```
16
C4H10N2 (wB97M-V/def2-TZVPD)
C 0.9764 -0.3434 1.7301
C 1.3012 1.0907 1.3938
C 0.4846 1.9622 0.6958
H 2.0211 -0.8991 1.3947
H 0.1793 -0.8491 1.1788
H 0.9679 -0.6215 2.7832
H 2.4480 1.4304 1.3985
H 0.7702 2.6132 -0.2069
H -0.6860 1.8799 0.5107
N -0.9309 -0.6142 -2.5900
C -1.1240 -0.9060 -1.1851
N -1.8845 -1.8152 -0.7242
H -0.8782 -1.4885 -3.2042
H -0.3067 0.2398 -2.6188
H -0.7023 -0.1136 -0.4746
H -2.6362 -1.5655 -0.0818
```

Number 1: F_max 3.4 eV/A. Number 2: F_max 5.6 eV/A. Number 3: F_max 5.0 eV/A. Number 4: F_max 2.4 eV/A. Number 5: F_max 8.9 eV/A. Number 6: F_max 7.2 eV/A. Number 7: F_max 1.5 eV/A. Number 8: F_max 3.7 eV/A.